C20H24N2O3S in the gas phase, computed with ωB97M-V/def2-TZVPD.

The geometry in XYZ format:
```
50
Properties=species:S:1:pos:R:3
C 2.0183 3.7788 -0.6278
H 2.4146 4.7360 -0.9627
O 3.1430 2.9627 -0.3981
C 2.9453 1.6883 0.0313
C 4.1127 0.9573 0.2689
C 4.0423 -0.3600 0.6933
C 2.7905 -0.9499 0.8850
C 1.6372 -0.2187 0.6668
C 1.7034 1.1072 0.2346
H 0.7981 1.6502 0.0186
C 0.3337 -0.9075 0.8517
O 0.1981 -2.1085 0.7620
N -0.7076 -0.0516 1.1406
C -2.0449 -0.3677 1.3552
N -2.6324 -1.2669 0.5577
C -2.0911 -1.5980 -0.7525
C -1.4707 -0.4259 -1.4686
C -0.2648 -0.5769 -2.1408
C 0.2900 0.4840 -2.8353
C -0.3546 1.7087 -2.8628
C -1.5550 1.8692 -2.1895
C -2.1122 0.8074 -1.5006
H -3.0487 0.9395 -0.9784
H -2.0623 2.8227 -2.2061
H 0.0721 2.5347 -3.4136
H 1.2289 0.3534 -3.3524
H 0.2435 -1.5294 -2.1173
H -2.9274 -1.9594 -1.3600
H -1.3566 -2.4078 -0.6638
C -3.8849 -1.9344 0.9220
C -3.8417 -2.4967 2.3399
H -2.9189 -3.0521 2.4925
H -3.9013 -1.7060 3.0809
H -4.6835 -3.1687 2.4836
C -5.0899 -1.0203 0.7025
H -5.0415 -0.1670 1.3722
H -6.0061 -1.5691 0.9015
H -5.1156 -0.6624 -0.3251
H -3.9641 -2.7873 0.2385
S -2.7938 0.5212 2.5346
H -0.4545 0.8411 1.5464
H 2.7279 -1.9763 1.2068
O 5.1152 -1.1494 0.9433
C 6.4049 -0.6125 0.7648
H 7.0950 -1.4148 1.0207
H 6.5791 0.2409 1.4275
H 6.5721 -0.3077 -0.2731
H 5.0502 1.4603 0.0999
H 1.4383 3.9287 0.2885
H 1.3696 3.3607 -1.4035
```

Summary:
Highest occupied orbital energy   -8.132 eV
Largest force on an atom   0.0137 Eh/bohr
Charge   0
Spin multiplicity   1
Relative energy (zero: lowest compared OMol25 entry of this formula, charge and spin)   46.6 kcal per mole
Calculated total energy   -41087.6012 eV

natural (NBO) charges in e:
1. C -0.256
2. H 0.201
3. O -0.508
4. C 0.413
5. C -0.368
6. C 0.329
7. C -0.252
8. C -0.045
9. C -0.379
10. H 0.230
11. C 0.672
12. O -0.596
13. N -0.669
14. C 0.315
15. N -0.421
16. C -0.267
17. C 0.064
18. C -0.239
19. C -0.203
20. C -0.236
21. C -0.197
22. C -0.249
23. H 0.222
24. H 0.215
25. H 0.214
26. H 0.218
27. H 0.223
28. H 0.219
29. H 0.244
30. C -0.018
31. C -0.628
32. H 0.219
33. H 0.236
34. H 0.212
35. C -0.629
36. H 0.242
37. H 0.213
38. H 0.202
39. H 0.202
40. S -0.231
41. H 0.434
42. H 0.243
43. O -0.486
44. C -0.254
45. H 0.203
46. H 0.178
47. H 0.177
48. H 0.231
49. H 0.179
50. H 0.182